Model P:
Formula: C6H10S2
Source: the Open Molecules 2025 dataset
Level of theory: the ωB97M-V functional and the def2-TZVPD basis

Structure (ORCA input):
```
! RIJCOSX wB97M-V def2-TZVPD def2/J DEFGRID3
* xyz 0 1
C -1.041 -0.471 -0.424
C 0.048 -1.450 -0.051
C 1.171 -0.595 0.440
C 1.148 0.430 -0.729
C -0.234 0.890 -0.113
C 0.528 0.605 1.170
H -3.406 -1.408 -0.536
H -1.045 -0.652 -1.542
H 0.289 -2.046 -0.807
H -0.428 -1.889 0.875
H 2.129 -1.268 0.636
H 2.081 1.115 -0.828
H 0.732 -0.145 -1.757
H 0.128 3.039 -0.076
H 0.156 0.364 2.219
H 1.503 1.450 1.269
S -2.629 -0.412 0.277
S -1.130 2.443 -0.022
*
```

* highest occupied orbital energy: -0.3297 Eh
* HOMO-LUMO gap: 9.53 eV

Löwdin atomic charge list, values in e, 8 entries: -0.746, -0.231, -0.291, -0.139, -0.816, -0.210, -0.035, 0.114

=====

Model Q:
Formula: C6H10S2
Source: the Open Molecules 2025 dataset
Level of theory: the ωB97M-V functional and the def2-TZVPD basis

Structure (ORCA input):
```
! RIJCOSX wB97M-V def2-TZVPD def2/J DEFGRID3
* xyz 0 1
C -0.239 -1.133 -1.341
C -0.112 -0.040 -0.338
C -1.091 1.159 -0.470
C -0.025 2.156 -0.017
C 0.054 -0.520 1.151
C 1.338 -1.389 1.248
H -1.051 -2.115 -1.314
H -0.408 -0.681 -2.332
H 0.691 -1.834 -1.302
H -1.625 1.290 0.548
H -1.948 1.281 -1.363
H 0.320 3.357 -0.542
H 0.048 2.098 1.101
H -0.807 -1.144 1.354
H 0.102 0.487 1.692
H 2.248 -0.972 1.130
S 1.329 1.025 -0.649
S 1.176 -3.026 1.443
*
```

* highest occupied orbital energy: -0.3186 Eh
* HOMO-LUMO gap: 8.23 eV

Löwdin atomic charge list, values in e, 8 entries: -0.143, -0.818, -0.252, -0.447, -0.257, -0.603, 0.154, 0.066

=====

Verdict on stability: model Q comes out at the bottom.

=====

Model P:
Formula: C2H4FNO
Source: the Open Molecules 2025 dataset
Level of theory: the ωB97M-V functional and the def2-TZVPD basis

Structure (ORCA input):
```
! RIJCOSX wB97M-V def2-TZVPD def2/J DEFGRID3
* xyz 0 1
N 0.566 1.232 0.042
C 0.649 -0.092 -0.019
O 1.669 -0.799 -0.111
C -0.684 -0.856 0.071
F -1.656 0.100 -0.132
H 1.371 1.785 -0.033
H -0.397 1.566 -0.147
H -0.701 -1.607 -0.707
H -0.817 -1.328 1.034
*
```

* highest occupied orbital energy: -0.3649 Eh
* HOMO-LUMO gap: 10.84 eV

Löwdin atomic charge list, values in e, 8 entries: 0.183, -0.518, 0.016, -0.099, -0.061, 0.102, 0.127, 0.124

=====

Model Q:
Formula: C2H4FNO
Source: the Open Molecules 2025 dataset
Level of theory: the ωB97M-V functional and the def2-TZVPD basis

Structure (ORCA input):
```
! RIJCOSX wB97M-V def2-TZVPD def2/J DEFGRID3
* xyz 0 1
C -0.968 0.663 -1.276
C 0.405 -0.682 0.886
N 0.337 0.687 0.943
O -0.870 -0.482 -1.504
F 1.530 1.229 0.234
H -1.386 1.495 -1.815
H 0.277 -1.089 -0.182
H 1.282 -0.931 1.510
H -0.606 -0.893 1.204
*
```

* highest occupied orbital energy (spin up / spin down): -0.3561 / -0.3166 Eh
* HOMO-LUMO gap (spin up / spin down): 9.78 / 8.49 eV

Löwdin atomic charge list, values in e, 8 entries: 0.006, -0.203, 0.008, 0.025, -0.185, 0.079, 0.080, 0.107

=====

Verdict on stability: model Q comes out at the bottom.

=====

Model P:
Formula: ClFH2Si
Source: the Open Molecules 2025 dataset
Level of theory: the ωB97M-V functional and the def2-TZVPD basis

Structure (ORCA input):
```
! RIJCOSX wB97M-V def2-TZVPD def2/J DEFGRID3
* xyz 0 1
F -2.437 0.210 0.432
Si -1.142 -0.030 -0.511
Cl -1.695 0.790 -2.216
H -1.273 -1.504 -0.598
H 1.011 1.779 -0.426
*
```

* highest occupied orbital energy (spin up / spin down): -0.4027 / -0.3363 Eh
* HOMO-LUMO gap (spin up / spin down): 9.35 / 8.13 eV

Table of Löwdin atomic charges, one value per atom, all in e: -0.313, 0.068, 0.258, -0.068, 0.055

=====

Model Q:
Formula: ClFH2Si
Source: the Open Molecules 2025 dataset
Level of theory: the ωB97M-V functional and the def2-TZVPD basis

Structure (ORCA input):
```
! RIJCOSX wB97M-V def2-TZVPD def2/J DEFGRID3
* xyz 0 1
F -1.891 -1.347 0.238
Si -0.882 -2.181 -0.766
Cl 0.729 2.449 0.761
H 0.062 -1.152 -0.511
H 1.982 2.231 0.279
*
```

* highest occupied orbital energy: -0.3405 Eh
* HOMO-LUMO gap: 8.61 eV

Table of Löwdin atomic charges, one value per atom, all in e: -0.443, 0.667, 0.180, -0.222, -0.183

=====

Verdict on stability: model P comes out at the bottom.

=====

Model P:
Formula: C4H10NOS
Source: the Open Molecules 2025 dataset
Level of theory: the ωB97M-V functional and the def2-TZVPD basis

Structure (ORCA input):
```
! RIJCOSX wB97M-V def2-TZVPD def2/J DEFGRID3
* xyz -1 1
C 1.341 0.724 -0.327
C 0.082 -0.156 -0.168
C 0.230 -1.672 -0.370
S 1.345 -2.338 -1.605
N -0.724 0.057 1.065
C -1.483 1.689 1.043
O -1.105 2.428 0.101
H 1.391 0.953 -1.397
H 2.224 0.116 -0.094
H 1.192 1.637 0.246
H -0.659 0.217 -0.884
H -0.742 -2.155 -0.286
H 0.671 -1.977 0.599
H 0.629 -1.943 -2.704
H -0.731 -0.822 1.567
H -1.127 1.942 2.062
H -2.534 1.299 1.153
*
```

* highest occupied orbital energy: -0.0959 Eh
* HOMO-LUMO gap: 5.72 eV

Löwdin atomic charge list, values in e, 8 entries: -0.095, -0.548, -0.610, 0.643, -0.080, -0.476, -0.216, 0.061

=====

Model Q:
Formula: C4H10NOS
Source: the Open Molecules 2025 dataset
Level of theory: the ωB97M-V functional and the def2-TZVPD basis

Structure (ORCA input):
```
! RIJCOSX wB97M-V def2-TZVPD def2/J DEFGRID3
* xyz -1 1
C -0.609 -2.783 0.896
N -0.603 -1.866 -0.236
C -0.038 -0.528 0.052
C -0.936 0.341 0.979
O -0.351 1.534 1.401
C 0.307 0.172 -1.268
S 1.339 1.709 -1.194
H -0.699 -3.830 0.585
H 0.266 -2.720 1.554
H -1.480 -2.600 1.532
H -1.555 -1.737 -0.586
H 0.863 -0.722 0.659
H -1.868 0.559 0.411
H -1.180 -0.273 1.865
H 0.224 1.873 0.687
H -0.610 0.531 -1.747
H 0.723 -0.580 -1.952
*
```

* highest occupied orbital energy: -0.0971 Eh
* HOMO-LUMO gap: 6.27 eV

Löwdin atomic charge list, values in e, 8 entries: -0.164, -0.102, -0.438, -0.288, -0.135, -0.685, 0.167, 0.060

=====

Model R:
Formula: C4H10NOS
Source: the Open Molecules 2025 dataset
Level of theory: the ωB97M-V functional and the def2-TZVPD basis

Structure (ORCA input):
```
! RIJCOSX wB97M-V def2-TZVPD def2/J DEFGRID3
* xyz -1 1
C -0.706 0.172 -0.682
N 0.262 -0.930 -0.649
C -0.492 -2.324 0.356
O -1.107 -3.403 0.211
C 0.057 1.477 -0.853
C 0.436 1.915 0.792
S 1.670 1.115 1.693
H -1.355 -0.038 -1.565
H -1.506 0.059 0.091
H 1.032 -1.564 -0.926
H 0.645 -2.614 0.537
H -0.607 -1.608 1.296
H -0.424 2.251 -1.467
H 1.038 1.186 -1.174
H -0.521 1.680 1.304
H 0.625 3.019 0.852
H 0.955 -0.392 0.187
*
```

* highest occupied orbital energy: -0.1184 Eh
* HOMO-LUMO gap: 7.10 eV

Löwdin atomic charge list, values in e, 8 entries: -0.321, -0.085, -0.426, -0.175, -0.192, -0.816, 0.240, 0.102

=====

Verdict on stability: model R comes out at the bottom.